ORCA calculation (ωB97M-V with the def2-TZVPD basis set) on a cluster of 2 separate species, C23H25N4 in total at a distorted geometry.

Values from the calculation:
net charge = +1
lowest unoccupied orbital energy = -4.014 eV
maximum force = 1.78 eV Å⁻¹
HOMO level = -0.388 hartree
frontier orbital gap = 6.551 eV

XYZ file:
```
52
C23H25N4 (ωB97M-V with the def2-TZVPD basis set)
C -2.8082 0.9035 3.8086
N -1.7464 0.9742 2.8253
C -1.6151 0.1424 1.7534
C -0.4339 0.4531 1.0459
C 0.0094 -0.2313 -0.0932
C 1.0858 0.2163 -0.8964
C 1.4161 1.5355 -1.3042
N 2.5970 1.5285 -1.9899
C 3.2793 2.7020 -2.5000
C 3.0951 0.2227 -2.0617
C 2.1750 -0.6236 -1.3939
C 2.5411 -1.9290 -1.0950
C 3.8161 -2.3746 -1.4852
C 4.7102 -1.5263 -2.1594
C 4.3562 -0.2009 -2.4610
C 0.1919 1.5674 1.7863
C -0.6768 1.8750 2.8647
C -0.4357 2.8879 3.7847
C 0.7405 3.6376 3.6191
C 1.6446 3.3181 2.5944
C 1.3902 2.2608 1.7009
H -2.6941 1.7364 4.5051
H -3.7856 0.9651 3.3144
H -2.7643 -0.0413 4.3687
H -2.3499 -0.6126 1.4944
H -0.4520 -1.1962 -0.3062
H 0.8642 2.4534 -1.1155
H 4.2180 2.3826 -2.9579
H 2.6621 3.2097 -3.2519
H 3.4957 3.4171 -1.6943
H 1.8334 -2.5533 -0.5490
H 4.1214 -3.3960 -1.2560
H 5.6935 -1.8977 -2.4476
H 5.0277 0.4813 -2.9777
H -1.1473 3.0796 4.5859
H 0.9547 4.4650 4.2953
H 2.5626 3.8993 2.4918
H 2.1196 1.9802 0.9462
C -3.2372 -3.5872 0.6363
C -3.0798 -2.7524 -0.5927
N -2.2516 -1.7675 -0.8368
C -2.5860 -1.2664 -2.1918
C -3.6644 -2.1902 -2.7625
N -3.9275 -3.0292 -1.6177
H -3.7681 -4.5128 0.3869
H -2.2577 -3.8346 1.0517
H -3.8217 -3.0540 1.3963
H -2.9780 -0.2397 -2.1430
H -1.6997 -1.2667 -2.8379
H -4.5580 -1.6384 -3.0658
H -3.2777 -2.7762 -3.6035
H -4.5849 -3.7966 -1.6089
```

=====

ORCA calculation (ωB97M-V with the def2-TZVPD basis set) on a structure of composition C23H25N4OReS.

Values from the calculation:
multiplicity = 2
net charge = +1
lowest unoccupied orbital energy (spin up / spin down) = -4.059 / -4.068 eV
maximum force = 0.71 eV Å⁻¹
HOMO level (spin up / spin down) = -0.409 / -0.407 hartree
⟨S²⟩ = 0.756
frontier orbital gap (spin up / spin down) = 7.064 / 7.019 eV
ΔE to the lowest compared entry with this formula, charge and spin = 0.0 kJ/mol

XYZ file:
```
55
C23H25N4OReS (ωB97M-V with the def2-TZVPD basis set)
Re -0.6055 -0.8897 -0.6092
O -0.4047 -2.3943 0.7535
N -1.4813 -2.7956 1.4724
C -1.2384 -3.5429 2.5701
C -2.2818 -3.9804 3.3328
C -3.5849 -3.6435 2.9545
C -3.7954 -2.8802 1.8334
C -2.7085 -2.4340 1.0745
S -2.8423 -1.5079 -0.3803
H -0.1966 -3.7434 2.7656
H -2.0813 -4.5766 4.2104
H -4.4258 -3.9815 3.5446
H -4.7887 -2.6017 1.5111
C 1.7635 0.4158 2.0407
C 0.5970 1.3649 2.3282
C -0.6849 0.6181 2.7137
C 0.3866 2.3921 1.2293
C 0.6945 3.7176 1.5067
C 0.5243 4.7097 0.5597
C 0.0054 4.3985 -0.6832
C -0.3469 3.0970 -1.0200
C -1.0118 2.8624 -2.3627
C -0.2608 1.9036 -3.2890
C -2.4824 2.4612 -2.2176
C -0.1137 2.0961 -0.0575
N -0.4102 0.7842 -0.4032
H 1.9312 -0.2436 2.8957
H 2.6833 0.9723 1.8568
H 1.5618 -0.2035 1.1701
H 0.8866 1.9470 3.2057
H -1.0586 -0.0035 1.8990
H -1.4781 1.3171 2.9821
H -0.4946 -0.0260 3.5759
H 1.0820 3.9714 2.4867
H 0.7828 5.7341 0.7968
H -0.1548 5.1870 -1.4096
H -0.9979 3.8390 -2.8522
H -0.4168 0.8726 -2.9705
H 0.8113 2.1089 -3.3055
H -0.6450 1.9952 -4.3066
H -2.5859 1.4897 -1.7342
H -2.9503 2.3983 -3.2021
H -3.0333 3.1936 -1.6257
N 5.9952 -3.2531 -3.3141
C 4.9859 -2.8986 -2.8973
C 3.7226 -2.4565 -2.3757
C 2.8061 -1.8102 -3.1976
C 1.6079 -1.4030 -2.6537
N 1.2923 -1.5995 -1.3619
C 2.1807 -2.2293 -0.5764
C 3.3997 -2.6714 -1.0408
H 3.0204 -1.6270 -4.2404
H 0.8707 -0.8990 -3.2601
H 1.8826 -2.3785 0.4511
H 4.0870 -3.1726 -0.3744
```

=====

ORCA calculation (ωB97M-V with the def2-TZVPD basis set) on a structure of composition C23H25N4ORhSSbSe4 at a distorted geometry.

Values from the calculation:
multiplicity = 5
net charge = -1
lowest unoccupied orbital energy (spin up / spin down) = 2.012 / 0.546 eV
maximum force = 1.05 eV Å⁻¹
HOMO level (spin up / spin down) = -0.163 / -0.177 hartree
⟨S²⟩ = 6.027
frontier orbital gap (spin up / spin down) = 6.435 / 5.371 eV
ΔE to the lowest compared entry with this formula, charge and spin = 0.0 kJ/mol

XYZ file:
```
60
C23H25N4ORhSSbSe4 (ωB97M-V with the def2-TZVPD basis set)
Rh -0.4813 0.0043 -0.2556
C -0.6181 -3.4876 -0.7113
N -0.0872 -2.3373 -0.0028
C 0.7033 -2.5580 0.9889
C 1.2647 -1.4860 1.7201
C 2.1847 -1.4672 2.7684
C 2.3714 -0.1211 3.0954
C 1.5552 0.6119 2.2407
N 0.8856 -0.2061 1.4129
C 0.4075 -4.1360 -1.6038
C 0.9909 -3.4208 -2.6448
C 1.9441 -4.0088 -3.4511
C 2.3322 -5.3215 -3.2323
C 1.7586 -6.0417 -2.1984
C 0.8034 -5.4488 -1.3891
H -1.4708 -3.1529 -1.3142
H -0.9984 -4.2381 -0.0025
H 0.9647 -3.5775 1.2867
H 2.6511 -2.3253 3.2208
H 3.0028 0.2814 3.8689
H 1.3914 1.6799 2.2163
H 0.6864 -2.3984 -2.8145
H 2.3889 -3.4406 -4.2559
H 3.0808 -5.7787 -3.8643
H 2.0563 -7.0652 -2.0171
H 0.3567 -6.0142 -0.5795
Se -4.3515 3.2875 -0.5320
Sb -2.6056 2.3782 0.8491
Se -0.3759 2.4361 -0.4739
Se -2.6982 -0.1629 0.8137
Se -2.1177 3.1981 3.0301
C -1.9229 1.3873 -6.0052
C -2.7903 2.3671 -5.2299
C -2.6604 2.2130 -3.7217
N -3.3382 1.0269 -3.2303
C -2.7588 -0.0903 -2.7936
S -1.0868 -0.3064 -2.7496
N -3.5866 -1.0770 -2.2981
C -4.8518 -1.4474 -2.6896
O -5.5525 -2.1227 -1.9617
C -5.2956 -1.0572 -4.0576
C -6.6212 -0.6735 -4.2368
C -7.0772 -0.3442 -5.5008
C -6.2226 -0.4243 -6.5898
C -4.9083 -0.8336 -6.4168
C -4.4407 -1.1445 -5.1526
H -2.0323 1.5285 -7.0800
H -2.1877 0.3584 -5.7720
H -0.8721 1.5143 -5.7471
H -3.8394 2.2486 -5.5131
H -2.5151 3.3918 -5.4860
H -3.0973 3.0569 -3.1778
H -1.6120 2.1393 -3.4204
H -4.3325 1.1239 -3.0720
H -3.2476 -1.5094 -1.4404
H -7.2772 -0.6361 -3.3781
H -8.1036 -0.0309 -5.6388
H -6.5830 -0.1714 -7.5784
H -4.2448 -0.9054 -7.2672
H -3.4170 -1.4642 -5.0131
```

=====

ORCA calculation (ωB97M-V with the def2-TZVPD basis set) on the molecule C23H25N5O4.

Values from the calculation:
lowest unoccupied orbital energy = 0.469 eV
SMILES = Cc1c(NC(=O)N[C@@H](C)N2C(=O)[C@@H]3[C@H](C2=O)[C@H]2C=C[C@@H]3C2)c(=O)n(-c2ccccc2)n1C
maximum force = 0.74 eV Å⁻¹
HOMO level = -0.297 hartree
frontier orbital gap = 8.559 eV
ΔE to the lowest compared entry with this formula, charge and spin = 37.9 kJ/mol

XYZ file:
```
57
C23H25N5O4 (ωB97M-V with the def2-TZVPD basis set)
C -4.8291 -0.0656 1.0640
C -3.5893 -0.2619 0.2678
C -2.8976 0.6369 -0.5000
N -3.2080 1.9922 -0.6436
C -2.3159 3.0428 -0.3753
O -2.7146 4.0346 0.1958
N -1.0906 2.8562 -0.9126
C 0.1673 3.3656 -0.4265
N 1.0802 2.2213 -0.3443
C 0.7777 1.0436 0.3095
O -0.1855 0.8621 1.0109
C 1.8790 0.0507 0.0131
H 1.4482 -0.8421 -0.4382
C 2.8712 0.8056 -0.8709
C 2.2679 2.1801 -1.0510
O 2.7184 3.1035 -1.6748
H 3.0502 0.3604 -1.8500
C 4.1648 0.8230 -0.0104
C 4.6100 -0.6186 0.0376
C 3.7474 -1.2789 0.7995
H 3.7121 -2.3311 1.0110
C 2.7130 -0.2898 1.2763
H 2.1115 -0.5799 2.1330
C 3.5753 0.9723 1.3968
H 4.3319 0.8873 2.1752
H 3.0035 1.8873 1.5438
H 5.4450 -1.0067 -0.5150
H 4.8983 1.5553 -0.3351
C 0.0741 4.0687 0.9195
H 1.0535 4.4510 1.1965
H -0.2752 3.3712 1.6772
H -0.6337 4.8886 0.8515
H 0.6172 4.0342 -1.1773
H -0.9833 2.0209 -1.4930
H -4.1351 2.2228 -0.3055
C -1.7926 -0.0740 -1.1044
O -0.8890 0.3018 -1.8518
N -1.9090 -1.3756 -0.6530
C -0.8361 -2.2799 -0.6266
C -0.4597 -2.8955 0.5639
C 0.6276 -3.7492 0.5779
C 1.3498 -3.9823 -0.5812
C 0.9788 -3.3595 -1.7615
C -0.1166 -2.5147 -1.7939
H -0.4052 -2.0161 -2.7044
H 1.5429 -3.5338 -2.6652
H 2.2026 -4.6438 -0.5639
H 0.9192 -4.2239 1.5030
H -1.0004 -2.6792 1.4726
N -2.9609 -1.4841 0.2421
C -3.6835 -2.7342 0.2808
H -4.3805 -2.8283 -0.5588
H -4.2396 -2.7923 1.2141
H -2.9724 -3.5572 0.2414
H -4.7375 -0.5567 2.0305
H -5.6973 -0.4788 0.5483
H -5.0006 0.9939 1.2345
```

=====

ORCA calculation (ωB97M-V with the def2-TZVPD basis set) on a structure of composition C23H25N6NiO.

Values from the calculation:
multiplicity = 3
net charge = +1
lowest unoccupied orbital energy (spin up / spin down) = -2.525 / -3.094 eV
maximum force = 0.61 eV Å⁻¹
HOMO level (spin up / spin down) = -0.367 / -0.361 hartree
⟨S²⟩ = 2.010
frontier orbital gap (spin up / spin down) = 7.461 / 6.724 eV
ΔE to the lowest compared entry with this formula, charge and spin = 0.0 kJ/mol

XYZ file:
```
56
C23H25N6NiO (ωB97M-V with the def2-TZVPD basis set)
Ni 0.0102 -0.5418 0.2504
N 2.0156 -0.0178 0.3727
C 2.7981 -1.2172 0.2195
C 4.1330 -1.2177 -0.0615
C 4.8431 -2.4341 -0.1733
C 4.2115 -3.6271 0.0215
C 2.8240 -3.6599 0.2995
C 2.0987 -4.8557 0.5066
C 0.7564 -4.7959 0.7415
C 0.1179 -3.5409 0.7379
N 0.7555 -2.4111 0.5514
C 2.1084 -2.4494 0.3655
H 2.3479 0.7365 -0.2188
H 2.0742 0.3290 1.3282
H 4.6566 -0.2772 -0.1830
H 5.9008 -2.4081 -0.3959
H 4.7583 -4.5594 -0.0384
H 2.6183 -5.8053 0.4769
H 0.1730 -5.6897 0.9100
H -0.9542 -3.4721 0.8758
C -3.0399 -0.9009 -2.7566
C -3.8951 -1.2224 -1.5098
C -2.9026 -1.8580 -0.5399
O -1.6298 -1.3283 -0.9219
C -1.6244 -1.3223 -2.3532
H -3.0744 0.1625 -2.9861
H -3.3747 -1.4418 -3.6396
H -4.7234 -1.8925 -1.7333
H -4.3070 -0.3107 -1.0779
H -2.8834 -2.9487 -0.6542
H -3.0726 -1.5973 0.5011
H -1.3880 -2.3293 -2.7124
H -0.8454 -0.6370 -2.6798
C -0.3533 2.1364 0.6905
C 0.5562 2.8811 0.4331
C 1.6481 3.7560 0.1097
C 2.0360 3.9341 -1.2208
C 3.1157 4.7446 -1.5321
C 3.8193 5.3872 -0.5229
C 3.4372 5.2184 0.8010
C 2.3599 4.4081 1.1194
H 1.4766 3.4396 -2.0047
H 3.4049 4.8799 -2.5659
H 4.6602 6.0222 -0.7677
H 3.9796 5.7228 1.5896
H 2.0557 4.2781 2.1496
N -5.0295 2.2361 1.2981
C -4.5938 1.1208 1.8954
N -5.3840 0.4994 2.7743
N -3.4173 0.5524 1.6044
C -2.4305 1.3579 1.2873
N -1.2306 1.1354 0.9332
H -5.8243 2.7413 1.6524
H -4.3609 2.7524 0.7481
H -6.3647 0.7063 2.8501
H -5.0476 -0.3687 3.1551
```

=====

ORCA calculation (ωB97M-V with the def2-TZVPD basis set) on a structure of composition C23H25O4P2S4V at a distorted geometry.

Values from the calculation:
multiplicity = 4
net charge = -1
lowest unoccupied orbital energy (spin up / spin down) = 2.715 / 2.711 eV
maximum force = 1.99 eV Å⁻¹
HOMO level (spin up / spin down) = -0.159 / -0.183 hartree
⟨S²⟩ = 3.759
frontier orbital gap (spin up / spin down) = 7.050 / 7.682 eV
ΔE to the lowest compared entry with this formula, charge and spin = 129.4 kJ/mol

XYZ file:
```
59
C23H25O4P2S4V (ωB97M-V with the def2-TZVPD basis set)
V 0.3117 0.2078 0.9760
C 2.1204 -2.3422 6.5020
C 2.2317 -1.6714 5.1484
O 0.9883 -1.8606 4.4657
P 0.7142 -1.0954 3.0581
S -0.9616 -1.8122 2.3355
S 2.3607 -0.9877 1.9646
O 0.4978 0.4568 3.5610
C -0.5715 0.7700 4.4645
C -1.1388 2.1256 4.0926
H 3.0762 -2.2874 7.0246
H 1.8414 -3.3875 6.3676
H 1.3522 -1.8560 7.1041
H 3.0363 -2.1078 4.5536
H 2.4396 -0.6021 5.2515
H -0.1615 0.7816 5.4781
H -1.3412 -0.0027 4.4039
H -0.3329 2.8577 4.0299
H -1.8653 2.4447 4.8417
H -1.6318 2.0680 3.1221
S -2.2129 -0.9959 -1.4397
P -0.3711 -1.0358 -2.0939
S 1.0279 0.2156 -1.3055
C 0.2827 -2.7502 -2.0365
C -0.1990 -3.6811 -2.9547
C 0.2081 -5.0033 -2.8819
C 1.0869 -5.4047 -1.8839
C 1.5620 -4.4798 -0.9666
C 1.1660 -3.1515 -1.0446
C -0.3054 -0.7149 -3.9025
C -1.4776 -0.5526 -4.6290
C -1.4253 -0.3542 -6.0029
C -0.2004 -0.3202 -6.6520
C 0.9739 -0.4744 -5.9262
C 0.9232 -0.6699 -4.5555
H -0.8963 -3.3594 -3.7190
H -0.1632 -5.7241 -3.6010
H 1.3928 -6.4424 -1.8202
H 2.2432 -4.7913 -0.1838
H 1.5437 -2.4264 -0.3374
H -2.4189 -0.5838 -4.0934
H -2.3421 -0.2302 -6.5671
H -0.1576 -0.1688 -7.7243
H 1.9309 -0.4410 -6.4334
H 1.8319 -0.7828 -3.9754
O 0.7498 2.1880 0.8748
C -0.4675 2.3821 0.5895
O -1.2657 1.4059 0.6676
C -0.9445 3.7181 0.1482
C -0.0208 4.6909 -0.2213
C -0.4610 5.9237 -0.6736
C -1.8217 6.1914 -0.7512
C -2.7426 5.2212 -0.3780
C -2.3070 3.9831 0.0648
H 1.0313 4.4490 -0.1515
H 0.2548 6.6805 -0.9704
H -2.1644 7.1538 -1.1111
H -3.8031 5.4316 -0.4418
H -3.0069 3.2045 0.3389
```